1.
Formula: C23H32FN5O
Source: the OMol25 dataset
Level of theory: ωB97M-V with the def2-TZVPD basis set

XYZ file:
```
62
Properties=species:S:1:pos:R:3:forces:R:3:lowdin_charge:R:1
C -4.09144 1.72950 1.15828 1.38 2.52 -4.40 -0.050
H -4.81136 1.12227 0.67115 -0.63 -1.11 -0.19 0.033
H -4.34388 1.86766 2.17692 0.76 -0.33 1.20 0.048
H -4.33960 2.73624 0.64929 0.32 -1.05 0.93 0.075
C -2.55776 1.35565 0.52833 -2.30 -2.36 11.40 -0.095
C -1.59733 2.19143 1.32208 -0.09 -0.09 -1.18 -0.243
N -0.85685 1.91768 2.51880 -3.89 1.25 -5.66 0.130
C -0.35386 3.12916 2.54498 6.17 0.53 9.15 -0.291
C -0.57050 4.01206 1.58611 5.19 7.12 4.13 -0.229
N -1.38115 3.52764 0.79735 -6.63 -8.52 -1.88 -0.038
C -2.00206 3.98837 -0.37361 9.30 5.30 1.60 -0.047
H -2.26491 5.00107 -0.35748 -0.88 1.47 0.79 0.124
H -2.51310 3.54268 -1.00632 -5.90 -5.52 -4.04 0.039
C -0.72470 4.04635 -1.37727 1.41 -0.99 -1.21 -0.036
C -0.29711 2.58214 -1.75546 5.31 1.38 4.66 -0.328
O -1.06801 1.68819 -1.84823 -1.74 -0.83 -1.58 0.044
N 1.15860 2.21794 -1.36728 -9.34 -4.54 -2.07 -0.060
C 2.24290 2.94070 -1.09476 -7.35 9.27 6.75 -0.242
H 1.85302 4.12860 -1.41606 2.11 -3.08 0.89 0.186
C 2.64032 2.79718 0.41606 3.00 3.39 -2.15 -0.154
C 2.85054 1.34199 0.53753 -4.73 0.79 10.97 -0.163
H 3.09819 1.11420 1.83854 0.03 0.76 -3.30 0.203
H 3.60251 0.95560 0.11712 5.80 -2.76 -3.77 0.017
C 1.59422 0.49141 0.51903 -3.56 10.35 -5.83 -0.378
N 1.46741 -0.75000 0.67065 2.51 -8.56 5.39 -0.187
C 2.41133 -1.66262 0.09244 -0.14 -0.02 -3.60 -0.112
H 3.43545 -1.23003 -0.49840 -3.23 -0.82 1.57 0.190
C 1.42708 -2.52199 -0.90050 10.02 0.11 -2.99 -0.213
N 0.52783 -3.20621 -0.15218 -0.27 6.79 1.97 -0.075
C -0.01744 -4.31508 -0.50353 -3.39 -5.84 -1.99 -0.225
C 0.02300 -4.99163 -1.79617 -1.36 -3.16 2.82 -0.276
C -0.36081 -6.27123 -2.18578 -4.57 2.68 11.56 0.088
C -1.14510 -6.89749 -1.07508 2.94 -3.26 -7.82 -0.104
C -1.24879 -6.30621 0.03780 -3.47 1.26 5.63 -0.221
C -0.78764 -5.07365 0.34619 -1.23 3.30 4.33 -0.041
H -1.22152 -4.58121 1.43365 1.75 -1.50 -3.13 0.174
H -2.01609 -6.74956 0.69582 0.89 0.15 0.32 0.122
H -1.44234 -7.94359 -1.06469 -0.27 0.15 -0.81 0.106
H -0.17388 -6.72178 -2.99220 1.64 -2.98 -6.43 0.031
F 0.75801 -4.53306 -2.67447 4.39 4.43 -5.16 0.136
C -0.22354 -2.04076 0.56875 -7.44 -5.06 -3.20 -0.115
C 0.53897 -1.53810 1.67169 -3.01 9.72 -9.16 -0.004
H 0.00326 -0.68478 1.95311 -0.94 0.80 2.27 0.103
H 1.02155 -2.12306 2.17108 5.04 -6.44 6.33 0.040
H -1.27088 -2.66242 0.85905 2.49 1.90 -0.24 0.147
H -0.67841 -1.22872 -0.32150 1.65 -2.18 2.94 0.198
H 2.33138 -3.26347 -1.29758 -2.49 1.20 0.55 0.168
H 1.41852 -1.77338 -1.74671 -1.99 -1.11 0.48 0.119
H 2.74792 -2.42191 0.73278 0.79 -0.68 1.55 0.083
C 1.19137 0.62265 -1.09828 2.30 5.30 -0.04 -0.004
H 0.26072 0.25662 -1.43518 -0.66 -0.56 0.00 0.061
H 1.99750 0.45521 -1.81513 0.22 -1.27 0.30 0.113
H 0.68568 1.24354 0.88386 2.23 -2.49 -0.08 0.189
H 3.67816 3.47345 0.50359 -2.21 -2.08 -0.09 0.165
H 1.98946 3.36376 1.07869 -0.44 -0.86 0.07 0.075
H 2.91945 2.62006 -1.59233 9.15 -3.05 -6.51 0.010
H 0.20372 4.63780 -1.14839 -1.36 -0.45 0.54 0.094
H -0.97628 4.35651 -2.35606 -1.00 1.19 -1.04 0.095
H -0.22866 5.06217 1.58140 -0.16 -0.80 -0.11 0.151
H 0.43420 3.30416 3.81192 -2.25 0.01 -4.32 0.199
H -2.51362 1.32368 -0.45552 0.18 -0.43 -4.20 0.015
H -2.43361 0.34667 1.23215 0.00 1.66 -2.86 0.159
```
Positions in Å, forces in eV/Å.

The calculation puts the energy above the lowest of the compared OMol25 structures with the same formula, charge and spin at 2114.20 kJ/mol. The LUMO energy comes out at 0.6 eV.

---

2.
Formula: C23H32I2N6O2Ru
Source: the OMol25 dataset
Level of theory: ωB97M-V with the def2-TZVPD basis set

XYZ file:
```
66
Properties=species:S:1:pos:R:3:forces:R:3:lowdin_charge:R:1
Ru -0.41088 0.00513 -0.15189 0.09 0.05 0.01 1.412
C 3.74898 0.96344 3.53359 -0.05 0.01 -0.09 -0.063
C 3.39311 0.72450 2.06024 0.13 0.00 0.20 -0.186
C 3.25071 -0.73432 1.70362 -0.36 0.04 -0.17 -0.145
C 4.41196 -1.52437 1.69730 -0.13 0.20 0.00 0.070
C 4.40498 -2.87920 1.34208 -0.05 -0.29 -0.07 0.008
C 3.24184 -3.45661 0.93180 0.15 0.07 -0.12 0.014
C 2.04219 -2.69781 0.85761 -0.21 -0.05 0.40 -0.121
C 0.76438 -3.43838 0.64425 0.22 0.15 -0.22 -0.206
C 0.32142 -4.11505 1.94965 0.04 0.00 0.09 -0.048
C 2.05203 -1.32542 1.31325 0.76 -0.06 0.42 -0.162
N 0.83684 -0.61473 1.39209 -0.56 0.21 -0.56 -0.056
C 0.47082 -0.09281 2.55644 -0.10 -0.16 0.17 -0.040
C -0.67719 0.67499 2.61652 -0.03 0.08 0.25 -0.312
C -1.41953 1.20456 3.68814 0.21 -0.06 -0.09 0.038
C -2.56937 1.74642 3.13514 -0.09 -0.01 -0.18 -0.018
C -2.49761 1.53535 1.75285 -0.26 0.16 0.28 -0.149
N -1.35701 0.90313 1.42322 0.46 -0.47 -0.55 -0.157
H 3.98002 2.01464 3.69621 -0.01 0.00 0.02 0.088
H 4.62292 0.38177 3.82641 0.00 0.01 0.02 0.081
H 2.93080 0.69297 4.20239 0.01 -0.03 0.01 0.069
H 4.20459 1.12536 1.44796 -0.05 0.03 -0.05 0.130
H 2.49329 1.28094 1.79908 0.02 0.02 -0.05 0.102
H 5.35029 -1.05564 1.97017 0.00 -0.01 0.01 0.142
H 5.31989 -3.45421 1.37890 0.01 0.02 0.01 0.134
H 3.22075 -4.49302 0.62107 -0.06 0.00 0.01 0.145
H 0.92442 -4.19206 -0.12693 -0.01 -0.01 -0.04 0.134
H -0.00839 -2.75769 0.29905 -0.11 0.00 -0.10 0.009
H 1.09341 -4.79103 2.31698 -0.02 0.01 0.02 0.090
H -0.58027 -4.70343 1.78344 -0.01 0.03 -0.03 0.083
H 0.10986 -3.38202 2.73013 0.00 0.00 -0.01 0.081
H 1.02935 -0.32994 3.45641 0.08 0.04 -0.02 0.153
H -1.13323 1.18066 4.72797 -0.04 0.00 0.00 0.132
H -3.38213 2.22703 3.65402 0.02 0.02 0.00 0.122
H -3.24774 1.81097 1.02668 0.09 0.00 -0.04 0.107
I -2.89247 -1.86624 0.56959 0.22 -0.09 -0.35 0.919
C -2.95151 -3.36168 -0.97864 0.17 0.18 -0.08 -1.063
I -1.74268 -2.85019 -2.65325 -0.13 -0.09 0.23 0.836
H -3.98151 -3.45089 -1.30127 -0.02 0.07 0.03 -0.023
H -2.58770 -4.28920 -0.55501 0.02 0.03 0.05 -0.029
C -1.12074 2.75242 -1.21570 -0.11 0.31 -0.04 -0.172
N -1.28282 1.32088 -1.68497 0.44 -0.37 0.48 -0.178
C -2.75541 1.08588 -1.92341 -0.27 0.05 -0.08 -0.202
N -3.30002 2.04273 -2.84503 -0.27 -0.02 -0.06 -0.076
C -3.10995 3.39928 -2.32582 0.11 -0.11 0.01 -0.132
N -1.68330 3.68402 -2.15202 0.04 0.29 0.03 -0.079
C -1.01264 3.55602 -3.44948 -0.08 -0.18 0.12 -0.132
N -1.18817 2.19678 -3.96096 0.09 0.05 -0.37 -0.080
C -0.61185 1.25402 -3.04731 0.01 0.05 -0.21 -0.178
C -2.61439 1.92301 -4.13573 0.12 0.01 0.20 -0.129
H -0.05308 2.95477 -1.09583 0.01 -0.08 0.01 0.135
H -1.61677 2.87628 -0.25382 0.03 -0.12 -0.03 0.102
H -3.28581 1.15520 -0.97274 0.10 -0.03 0.02 0.091
H -2.87767 0.08184 -2.33006 0.08 -0.05 0.05 0.074
H -3.62216 3.49760 -1.36632 0.00 0.01 -0.01 0.135
H -3.53676 4.11682 -3.02423 -0.01 0.00 0.00 0.140
H 0.05122 3.77064 -3.33612 -0.01 0.00 0.01 0.137
H -1.44144 4.26986 -4.15028 -0.01 0.00 0.00 0.140
H 0.44580 1.47512 -2.92062 -0.02 -0.03 0.09 0.122
H -0.72158 0.24344 -3.43590 -0.03 -0.05 0.10 0.101
H -2.74728 0.91379 -4.52921 -0.01 0.01 0.01 0.137
H -3.04064 2.63454 -4.84052 0.00 0.01 0.00 0.140
O 2.73068 -1.79266 -1.17173 -0.41 0.13 -0.15 0.077
C 2.10151 -0.96232 -1.82521 0.59 -0.34 0.00 -0.393
O 0.91397 -0.52461 -1.62778 -0.72 0.36 0.36 -0.262
H 2.59965 -0.54128 -2.71645 -0.10 -0.02 0.07 0.161
```
Positions in Å, forces in eV/Å.

Its net charge is +2. The calculation puts the energy above the lowest of the compared OMol25 structures with the same formula, charge and spin at 13.54 kJ/mol. Its multiplicity is 5. The LUMO energy (spin up / spin down) comes out at -6.4 / -8.9 eV.